No. 1
72
Properties=species:S:1:pos:R:3 method="wB97M-V/def2-TZVPD" total_charge=0 homo_ev=-9.234 smiles="C[N+](=O)[O-].ClC(Cl)(Cl)Cl.c1ccccc1.c1ccccc1.c1ccccc1.c1ccccc1.c1ccccc1" de_lowest_kcal_mol=0.0
C 0.606 -0.664 -1.033
Cl 0.039 -2.193 -0.282
Cl -0.510 0.631 -0.727
Cl 2.172 -0.274 -0.351
Cl 0.835 -0.962 -2.773
C 2.279 3.448 0.028
N 3.765 3.540 0.095
O 4.296 2.797 0.886
O 4.328 4.267 -0.681
H 1.858 3.381 1.025
H 2.176 2.459 -0.423
H 1.829 4.195 -0.614
C -4.925 -1.226 -1.183
C -4.646 -0.466 -2.297
C -3.640 -0.894 -3.158
C -2.924 -2.062 -2.901
C -3.224 -2.813 -1.769
C -4.244 -2.402 -0.924
H -5.742 -0.971 -0.515
H -5.133 0.490 -2.438
H -3.342 -0.258 -3.980
H -2.067 -2.367 -3.486
H -2.573 -3.640 -1.515
H -4.503 -3.122 -0.156
C -1.179 5.612 -3.755
C -1.688 5.087 -2.573
C -1.761 3.738 -2.365
C -1.403 2.849 -3.380
C -0.907 3.349 -4.583
C -0.780 4.732 -4.745
H -1.090 6.681 -3.889
H -1.895 5.755 -1.743
H -2.085 3.392 -1.389
H -1.405 1.783 -3.214
H -0.718 2.652 -5.387
H -0.426 5.106 -5.699
C -0.057 0.251 4.286
C 0.589 0.324 3.053
C 1.789 1.035 2.921
C 2.256 1.799 3.988
C 1.589 1.767 5.206
C 0.462 0.973 5.337
H -1.034 -0.202 4.387
H 0.109 -0.012 2.142
H 2.219 1.054 1.932
H 3.153 2.405 3.931
H 1.986 2.312 6.051
H 0.010 0.983 6.325
C 4.930 -4.849 -0.832
C 4.066 -3.773 -1.050
C 4.399 -2.817 -1.999
C 5.569 -2.882 -2.739
C 6.404 -3.972 -2.557
C 6.036 -4.971 -1.656
H 4.676 -5.618 -0.117
H 3.118 -3.682 -0.536
H 3.716 -1.999 -2.198
H 5.805 -2.075 -3.420
H 7.336 -4.070 -3.098
H 6.696 -5.830 -1.606
C -2.556 -2.217 2.604
C -2.438 -2.691 3.907
C -3.063 -2.068 4.967
C -3.717 -0.865 4.730
C -3.804 -0.319 3.448
C -3.195 -0.989 2.397
H -2.086 -2.626 1.721
H -1.818 -3.569 4.057
H -2.949 -2.315 6.014
H -4.226 -0.322 5.519
H -4.110 0.716 3.361
H -3.229 -0.517 1.421

---

No. 2
39
Properties=species:S:1:pos:R:3 method="wB97M-V/def2-TZVPD" total_charge=0 homo_ev=-9.816 smiles="C#CC[C@]1(c2cccnc2)OS(=O)(=O)O[C@@]1(CC(=O)Cl)[C@H](F)CC"
C 4.128 0.876 1.014
C 3.021 1.346 1.021
C 1.538 1.569 1.173
C 0.696 0.845 0.064
C 1.252 -0.617 0.039
C 1.646 -1.230 -1.198
C 2.161 -2.536 -1.030
C 2.255 -3.214 0.196
N 1.881 -2.627 1.337
C 1.430 -1.390 1.206
O 1.265 1.404 -1.147
S 0.133 1.628 -2.316
O 0.197 3.041 -2.545
O 0.340 0.934 -3.544
O -1.106 1.109 -1.423
C -0.851 1.063 0.026
C -1.214 2.516 0.452
C -2.729 2.798 0.518
O -3.436 3.071 -0.383
Cl -3.461 2.629 2.185
C -1.783 -0.111 0.460
F -1.362 -0.686 1.669
C -1.925 -1.242 -0.614
C -2.748 -2.397 0.094
H 5.061 0.340 1.141
H 1.186 1.339 2.194
H 1.374 2.663 1.036
H 1.581 -0.724 -2.165
H 2.517 -3.063 -1.931
H 2.662 -4.237 0.228
H 1.151 -0.888 2.151
H -0.793 2.811 1.436
H -0.788 3.247 -0.270
H -2.826 0.220 0.653
H -0.948 -1.599 -0.977
H -2.580 -0.900 -1.438
H -3.457 -2.794 -0.658
H -2.092 -3.214 0.434
H -3.374 -1.980 0.909

---

No. 3
13
Properties=species:S:1:pos:R:3 method="wB97M-V/def2-TZVPD" total_charge=0 homo_ev=-8.496 de_lowest_kcal_mol=62.1
C 0.443 0.644 -0.732
C -0.168 -0.261 0.314
C -1.171 -0.984 -0.163
C -1.079 -0.207 -2.202
C 0.289 -0.077 1.739
N 0.036 0.617 -1.913
I -2.710 -1.971 0.667
H 1.148 1.396 -0.612
H -0.928 -0.945 -3.020
H -2.066 0.275 -2.175
H -0.507 -0.402 2.411
H 0.378 0.969 1.751
H 1.281 -0.658 1.799

---

No. 4
17
Properties=species:S:1:pos:R:3 method="wB97M-V/def2-TZVPD" total_charge=-1 homo_ev=-2.198 smiles=[O-]C[C@@H]1CCCN1 de_lowest_kcal_mol=7.3
N 0.453 -0.112 1.118
C 1.143 1.104 0.745
C 1.025 1.112 -0.790
C -0.106 0.146 -1.123
C -0.675 -0.290 0.201
C -1.300 -1.728 0.261
O -2.327 -1.917 -0.557
H 0.079 -0.199 2.061
H 0.807 2.024 1.241
H 2.198 0.977 1.013
H 0.855 2.116 -1.181
H 1.983 0.805 -1.220
H -0.841 0.441 -1.879
H 0.208 -0.751 -1.675
H -1.533 0.388 0.407
H -0.373 -2.323 0.033
H -1.596 -1.792 1.346

---

No. 5
17
Properties=species:S:1:pos:R:3 method="wB97M-V/def2-TZVPD" total_charge=0 homo_ev=-8.221 de_lowest_kcal_mol=115.2
C 2.596 0.209 0.405
C 1.383 -0.497 1.005
C 0.120 0.273 0.763
O -0.404 0.144 -0.559
C -1.158 -0.394 0.535
C -3.079 -0.100 -1.660
O -2.263 0.711 -2.275
H 3.494 -0.410 0.484
H 2.420 0.426 -0.654
H 2.787 1.158 0.919
H 1.257 -1.494 0.564
H 1.493 -0.626 2.088
H 0.091 1.299 1.138
H -1.414 0.714 -1.764
H -2.086 0.118 0.765
H -1.227 -1.480 0.524
H -4.010 -0.052 -2.278

---

No. 6
82
Properties=species:S:1:pos:R:3 method="wB97M-V/def2-TZVPD" total_charge=+3 homo_ev="-13.330 / -15.754" s2=8.792 multiplicity=6 de_lowest_kcal_mol=0.0
Ru -0.572 -1.032 0.489
P -1.408 0.360 -1.365
P -1.837 -0.338 2.332
P -2.106 -2.645 -0.222
H 1.148 -2.481 1.756
C 0.512 -2.505 0.865
C 0.988 -1.663 -0.293
H 1.913 -1.090 -0.111
C -0.271 1.615 -2.058
C -2.883 1.358 -0.921
C -1.897 -0.454 -2.938
C -1.755 -1.512 3.731
C -1.364 1.270 3.051
C -3.642 -0.159 2.090
C -1.492 -3.627 -1.652
C -3.846 -2.291 -0.704
C -2.349 -3.964 1.034
H 0.255 -3.542 0.603
H 1.020 -2.167 -1.269
H 0.721 1.177 -2.217
H -0.191 2.483 -1.393
H -0.645 1.969 -3.031
H -2.657 1.976 -0.041
H -3.747 0.723 -0.695
H -3.141 2.022 -1.758
H -1.015 -0.905 -3.412
H -2.306 0.308 -3.619
H -2.657 -1.228 -2.782
H -2.715 -1.505 4.265
H -0.959 -1.221 4.426
H -1.560 -2.527 3.369
H -1.989 1.508 3.924
H -1.478 2.070 2.304
H -0.316 1.217 3.369
H -4.133 -0.198 3.072
H -4.034 -0.970 1.465
H -3.869 0.801 1.611
H -2.341 -3.938 -2.277
H -0.980 -4.524 -1.280
H -0.795 -3.055 -2.275
H -4.091 -2.869 -1.606
H -4.013 -1.228 -0.910
H -4.517 -2.613 0.104
H -2.354 -4.939 0.527
H -3.309 -3.819 1.544
H -1.544 -3.962 1.775
C 3.146 0.988 -4.869
C 3.307 0.723 -3.489
C 2.718 -0.415 -2.949
C 1.818 -1.168 -3.727
C 1.680 -0.904 -5.098
C 2.390 0.136 -5.689
O 3.747 2.053 -5.466
H 4.154 2.572 -4.824
H 3.886 1.413 -2.873
H 2.956 -0.706 -1.920
H 1.243 -1.974 -3.272
H 1.022 -1.519 -5.715
H 2.366 0.326 -6.764
C 1.878 3.751 2.614
N 1.099 3.215 1.460
C 0.703 4.322 0.542
C 1.824 2.080 0.724
C 2.206 1.024 1.703
C 3.506 1.065 2.260
C 3.807 0.299 3.382
C 2.834 -0.543 3.914
C 1.593 -0.681 3.257
C 1.322 0.039 2.115
H 2.884 4.017 2.271
H 1.927 3.007 3.414
H 1.360 4.644 2.977
H 0.242 2.767 1.844
H 1.595 4.649 -0.004
H -0.065 3.972 -0.154
H 0.308 5.143 1.148
H 1.129 1.704 -0.033
H 2.684 2.539 0.219
H 4.248 1.739 1.819
H 4.797 0.373 3.841
H 3.027 -1.121 4.821
H 0.883 -1.411 3.643

---

No. 7
24
Properties=species:S:1:pos:R:3 method="wB97M-V/def2-TZVPD" total_charge=0 homo_ev="-8.353 / -8.195" de_lowest_kcal_mol=125.1
C -3.027 -1.243 -1.650
C -3.007 -0.021 -0.924
C -1.952 -2.078 -1.834
C -1.883 0.342 -0.217
C -0.765 -1.750 -1.074
C -0.854 -0.510 -0.505
C 1.208 1.066 1.270
C 1.630 -0.119 0.470
N 2.468 1.783 1.505
N 2.367 -0.204 -0.658
N 1.420 -1.332 1.016
O 1.988 -2.304 0.549
O 0.725 -1.481 2.068
H -3.967 -1.386 -2.262
H -3.764 0.822 -0.882
H -2.135 -2.965 -2.528
H -1.666 1.215 0.302
H 0.171 -2.233 -1.155
H 0.517 1.673 0.614
H 0.692 0.608 2.145
H 2.818 2.300 0.723
H 2.441 2.369 2.361
H 3.021 -0.988 -0.425
H 2.985 0.714 -0.834

---

No. 8
51
Properties=species:S:1:pos:R:3 method="wB97M-V/def2-TZVPD" total_charge=0 homo_ev=-8.581 smiles="CCOCCOCNCCOC.O=C1OCCO1.O=C1OCCO1"
C -3.403 0.669 -1.767
C -3.693 -0.348 -0.508
O -2.631 -1.333 -0.250
C -2.276 -2.106 -1.450
C -0.731 -1.651 -1.884
O -0.447 -0.427 -1.110
C 0.965 -0.024 -1.206
N 1.137 1.266 -0.397
C 2.154 2.193 -1.023
C 1.468 3.711 -1.055
O 0.003 3.577 -0.989
C -0.604 4.851 -0.525
H -3.445 0.108 -2.818
H -4.250 1.497 -1.812
H -2.373 1.223 -1.725
H -3.749 0.344 0.463
H -4.769 -0.860 -0.569
H -3.043 -2.040 -2.331
H -2.217 -3.246 -1.108
H -0.615 -1.511 -3.057
H -0.027 -2.533 -1.495
H 1.636 -0.860 -0.680
H 1.209 0.104 -2.349
H 1.551 0.959 0.534
H 3.098 2.297 -0.307
H 2.514 1.885 -2.094
H 1.897 4.379 -0.191
H 1.770 4.201 -2.076
H -1.512 5.102 -1.238
H 0.132 5.768 -0.578
H -0.952 4.730 0.592
C 6.593 2.135 3.005
C 6.541 3.132 1.893
O 5.356 2.786 1.202
C 4.555 2.127 2.090
O 3.390 1.834 1.881
O 5.229 1.840 3.242
H 7.064 2.540 3.905
H 7.109 1.213 2.717
H 6.450 4.160 2.258
H 7.409 3.064 1.232
C -3.261 -5.073 1.648
C -4.717 -5.314 1.412
O -4.726 -6.183 0.295
C -3.518 -6.817 0.276
O -3.245 -7.758 -0.451
O -2.654 -6.262 1.176
H -3.031 -4.914 2.705
H -2.878 -4.227 1.068
H -5.200 -5.817 2.256
H -5.260 -4.391 1.190

---

No. 9
15
Properties=species:S:1:pos:R:3 method="wB97M-V/def2-TZVPD" total_charge=0 homo_ev=-7.696 smiles="C[C@H]1CC2=C=C21.S" de_lowest_kcal_mol=157.8
C 0.587 2.024 0.870
C 1.421 1.721 1.879
C -0.243 1.640 -0.303
C 1.252 0.599 0.964
C 0.527 0.336 -0.394
C -0.311 -0.918 -0.517
S -1.949 -0.923 2.800
H -1.341 1.594 -0.075
H -0.298 2.399 -1.179
H -1.565 -1.292 4.086
H 1.312 0.484 -1.126
H 0.311 -1.651 -0.078
H -0.348 -1.021 -1.582
H -1.274 -0.814 -0.085
H -2.910 -0.049 3.167

---

No. 10
10
Properties=species:S:1:pos:R:3 method="wB97M-V/def2-TZVPD" total_charge=0 homo_ev=-9.142 de_lowest_kcal_mol=126.2
C 0.810 2.173 -0.020
C 0.478 1.002 -0.538
C -0.857 -0.487 0.213
C 0.115 -0.344 -0.997
C 0.359 0.113 0.880
S 1.397 -1.289 0.049
H -1.549 0.378 0.208
H -1.110 -1.510 0.427
H -0.144 -0.641 -2.085
H 0.502 0.605 1.864

---

No. 11
16
Properties=species:S:1:pos:R:3 method="wB97M-V/def2-TZVPD" total_charge=0 homo_ev=-6.576 de_lowest_kcal_mol=179.0
C 1.938 -1.276 -0.303
C 0.983 -0.167 -0.110
C 1.559 1.136 0.119
C -2.788 0.208 -0.022
C -1.380 0.569 0.317
C -0.341 -0.470 0.093
H 2.833 -0.858 0.173
H 1.380 -2.190 0.024
H 2.395 -1.462 -1.253
H 2.582 1.331 -0.303
H 0.912 1.968 0.409
H -0.870 1.202 1.002
H -3.335 0.759 -0.746
H -3.419 -0.034 0.828
H -1.592 0.806 -0.779
H -0.708 -1.523 0.072

---

No. 12
16
Properties=species:S:1:pos:R:3 method="wB97M-V/def2-TZVPD" total_charge=0 homo_ev=-7.976 de_lowest_kcal_mol=0.0
Mg 1.015 -1.525 0.312
S -1.688 -2.650 0.563
O -2.264 -1.561 1.672
O -0.147 -2.978 0.931
O 0.795 -0.880 -1.480
C 0.497 0.429 -1.788
C 0.387 1.458 -0.667
O -0.314 0.987 0.487
C 0.571 0.252 1.465
Pb -2.052 -0.060 0.546
H -0.489 0.426 -2.308
H 1.262 0.843 -2.480
H -0.187 2.326 -1.023
H 1.381 1.800 -0.342
H -0.095 0.139 2.341
H 1.326 0.995 1.771